Here is a structure of composition C11H14BF3N6O3SW from the Open Molecules 2025 dataset. Energies are from ωB97M-V/def2-TZVPD.

Summary:
Spin multiplicity: 3
ΔE to the lowest compared entry with this formula, charge and spin in kJ/mol: 395.9
Total energy in eV: -48184.9555
Expectation value of S²: 2.01
Net charge: +2
Highest occupied orbital energy (alpha / beta) in eV: -14.9 / -14.9

Cartesian coordinates (Å):
H: 0.79910 3.23277 0.93259
N: 0.36945 1.67988 -0.47429
B: -0.00546 0.33115 -2.63328
N: 0.38210 1.63509 -1.86679
C: 0.74872 2.83451 -2.34577
W: -0.25284 -0.16049 0.48774
H: 0.81205 2.98842 -3.41336
C: 0.97783 3.69100 -1.26783
H: 1.27711 4.71725 -1.33335
C: 0.73485 2.94098 -0.11157
H: 0.09640 0.47947 -3.81355
C: -0.71003 -1.74543 1.67612
H: -0.69953 -1.55517 2.75204
H: 0.02072 -2.52625 1.43051
H: -1.71256 -2.06849 1.37165
N: -1.45800 -0.04601 -2.20853
N: 0.99827 -0.76276 -2.11818
N: -1.76065 -0.22160 -0.85382
N: 1.10314 -1.07106 -0.75350
C: -2.57329 -0.25213 -2.91551
C: 1.86374 -1.53161 -2.78837
H: -2.52676 -0.14862 -3.99324
H: 1.93416 -1.44619 -3.86254
C: -3.61916 -0.57499 -2.05018
C: 2.53433 -2.35658 -1.88340
C: -3.08784 -0.55797 -0.76607
C: 2.04513 -2.05322 -0.62063
H: -4.64269 -0.79591 -2.31832
H: 3.27960 -3.09139 -2.12094
H: -3.52241 -0.75623 0.20672
H: 2.28373 -2.45306 0.36417
H: -1.23058 0.79476 1.51549
F: 0.45713 -0.00937 6.27330
C: 0.39729 -0.50718 5.02221
F: 1.17683 -1.61324 4.93751
F: -0.89059 -0.88489 4.78777
S: 1.01490 0.80760 3.84784
O: -0.19089 1.60556 3.66954
O: 2.10901 1.42983 4.54876
O: 1.46769 0.02159 2.68906